# C12H8CrN2O4

C12H8CrN2O4 as an isolated structure in a non-equilibrium geometry (wB97M-V/def2-TZVPD, the OMol25 dataset).

The orbital gap (spin up / spin down) comes out at 0.1935 / 0.1438 hartree. The spin multiplicity is 4. The calculation puts the total energy at -1915.62964 Ha. The expectation value of S² is 3.787. The highest occupied orbital energy (spin up / spin down) is -19.7328 / -19.7767 eV. For the LUMO energy (spin up / spin down), the calculation gives -14.4663 / -15.8639 eV. Its total charge is +3.

```
27
Properties=species:S:1:pos:R:3:forces:R:3
Cr -0.058 0.410 -0.140 0.0 -1.3 0.4
O 1.297 0.208 -2.804 -2.3 0.0 4.4
O -2.338 -0.576 -1.824 3.7 2.3 3.2
O -1.930 1.840 1.698 3.6 -3.3 -3.1
O 1.873 2.505 0.833 -3.5 -4.2 -2.1
N 2.009 -5.641 2.998 0.0 0.0 0.0
N 0.381 -1.229 0.747 -0.6 1.2 -1.2
C 2.113 -2.706 1.234 0.2 0.7 -0.6
C 1.170 -3.451 1.925 0.5 -1.2 0.6
C 1.624 -4.669 2.522 -0.1 -0.1 0.2
C -1.505 -0.141 -1.131 -6.5 -4.0 -4.7
C -2.086 4.130 -2.795 -2.6 -2.0 -1.4
C -0.168 -3.095 2.022 -0.2 0.5 -0.3
C -0.542 -1.957 1.354 -0.2 -0.5 0.5
C 1.657 -1.564 0.627 0.5 -0.5 0.4
C -1.086 4.822 -2.256 2.8 0.6 1.8
C -1.199 1.183 1.058 -5.9 4.7 5.9
C 0.789 0.227 -1.759 4.5 -0.5 -7.5
C 1.168 1.657 0.438 6.4 6.4 3.5
H -1.877 3.535 -3.649 -0.4 -0.2 -1.1
H -0.864 -3.681 2.582 -0.4 -0.3 0.1
H -1.528 -1.561 1.220 -0.7 -0.3 0.6
H -1.192 5.056 -1.225 0.2 1.3 0.7
H 3.143 -3.013 1.160 0.1 -0.1 0.0
H 2.213 -0.870 0.028 0.9 -0.1 0.0
H -2.938 3.945 -2.191 -1.2 0.0 0.0
H -0.127 4.636 -2.673 1.0 0.9 -0.4
```
Forces are in eV/Å.

Atom-resolved charges from Mulliken, all expressed in e: atom 1 (Cr): -0.357, atom 2 (O): -0.125, atom 3 (O): -0.127, atom 4 (O): -0.142, atom 5 (O): -0.118, atom 6 (N): -0.232, atom 7 (N): 0.082, atom 8 (C): -0.831, atom 9 (C): 0.907, atom 10 (C): -0.497, atom 11 (C): 0.535, atom 12 (C): -0.230, atom 13 (C): -0.825, atom 14 (C): 0.088, atom 15 (C): 0.038, atom 16 (C): -0.214, atom 17 (C): 0.527, atom 18 (C): 0.480, atom 19 (C): 0.509, atom 20 (H): 0.363, atom 21 (H): 0.563, atom 22 (H): 0.480, atom 23 (H): 0.361, atom 24 (H): 0.539, atom 25 (H): 0.510, atom 26 (H): 0.362, atom 27 (H): 0.356

=====

# C29H40N3

A 2-piece molecular cluster, C29H40N3 overall in a non-equilibrium geometry (wB97M-V/def2-TZVPD, the OMol25 dataset).

The orbital gap comes out at 0.1669 hartree. The spin multiplicity is 1. The calculation puts the total energy at -1292.99162 Ha. The highest occupied orbital energy is -9.0959 eV. For the LUMO energy, the calculation gives -4.5537 eV. Its total charge is +1.

```
72
Properties=species:S:1:pos:R:3:forces:R:3
N -3.027 5.805 3.043 0.1 -0.5 0.2
N 2.940 -0.165 -5.541 -0.2 -0.1 0.5
N 1.015 -3.569 1.065 0.8 0.1 -0.3
C -1.209 -4.562 1.055 -0.5 -0.3 0.4
C 2.523 0.017 -4.250 0.2 0.0 -0.2
C 3.358 -3.171 1.262 -0.1 0.1 0.1
C -0.218 0.857 0.084 0.7 -0.6 -0.3
C 1.178 0.392 -3.990 -0.5 0.0 0.3
C 1.991 -0.122 -6.635 -0.3 0.2 -0.1
C 1.985 -2.493 1.132 0.1 -0.1 0.0
C -1.353 3.276 0.982 0.0 0.4 0.1
C -2.804 3.398 3.362 0.2 -0.3 -0.2
C 1.075 0.464 -0.235 -0.7 -0.1 0.0
C 3.391 -0.184 -3.138 -0.2 0.1 0.2
C -0.768 0.915 1.382 0.0 2.4 0.6
C -2.574 4.587 2.607 0.0 0.3 0.1
C -2.185 2.216 3.004 -0.3 0.3 0.0
C -1.818 4.500 1.410 0.3 -0.3 -0.1
C 3.109 -4.687 1.252 -0.1 -0.2 0.0
C -2.704 -4.240 0.889 -0.1 0.4 -0.1
C -4.380 5.968 3.544 -0.2 -0.1 0.1
C 1.559 0.316 -1.578 0.1 0.1 -0.3
C 4.316 -0.043 -5.976 0.3 -0.1 -0.2
C -2.263 -1.747 1.148 -0.7 -0.1 -0.4
C -3.157 -2.933 1.558 0.3 0.1 0.1
C -0.320 -3.340 1.085 -1.1 1.5 0.2
C -1.452 2.107 1.790 -0.2 -0.5 -0.5
C 0.697 0.489 -2.695 0.7 -0.1 -0.3
C 2.919 -0.018 -1.847 -0.2 0.2 -0.2
C 1.587 -4.892 1.163 0.1 -0.6 0.1
C -2.273 7.021 2.803 0.1 0.0 -0.6
C -0.816 -2.053 1.141 1.1 -2.2 -0.1
H -0.357 0.716 -2.543 0.3 0.0 -0.1
H -1.206 6.862 3.021 -0.4 0.0 0.0
H -2.565 -1.428 0.136 -0.1 0.1 0.1
H -3.310 -5.068 1.273 0.1 0.1 -0.2
H 4.447 -0.710 -6.839 0.2 0.1 0.3
H 1.330 -5.519 0.292 0.0 0.2 0.2
H -0.926 -5.241 0.234 0.1 0.3 0.3
H 1.208 -5.415 2.059 0.1 0.1 -0.3
H 1.675 0.911 -6.853 0.0 -0.2 -0.1
H 1.958 -1.852 0.233 -0.2 -0.4 0.2
H -4.719 5.038 4.012 0.0 0.4 0.0
H -3.151 -3.044 2.652 0.1 0.0 -0.2
H -2.917 -4.148 -0.182 0.0 -0.1 0.0
H 3.612 -0.131 -1.007 -0.2 -0.1 -0.3
H 1.781 -1.834 1.997 -0.1 -0.2 -0.1
H -2.273 1.334 3.636 0.0 0.2 0.0
H -4.192 -2.710 1.262 0.2 -0.1 0.1
H 5.033 -0.309 -5.199 -0.2 0.0 -0.2
H -1.079 -5.155 1.980 0.1 0.3 -0.3
H 2.479 -0.528 -7.528 -0.2 0.1 0.2
H 4.528 0.982 -6.319 0.0 -0.2 0.1
H 4.007 -2.864 0.440 0.0 -0.1 0.1
H -0.863 3.215 0.011 0.0 0.1 0.4
H 3.482 -5.152 2.168 0.1 0.0 -0.2
H -0.108 -1.249 1.006 -0.1 -0.5 0.1
H 3.595 -5.165 0.395 0.0 0.1 0.3
H 0.511 0.630 -4.822 0.2 -0.2 0.4
H -4.390 6.784 4.272 -0.1 -0.3 0.0
H 4.428 -0.477 -3.315 -0.4 0.1 0.2
H -2.672 7.795 3.469 0.2 -0.1 -0.2
H -0.579 0.176 2.161 0.2 0.1 -0.2
H -0.874 1.186 -0.727 0.3 0.1 0.4
H -2.361 7.362 1.760 0.0 0.1 0.2
H 1.103 -0.725 -6.404 0.2 0.1 -0.1
H 3.827 -2.864 2.199 0.1 0.0 -0.2
H 1.798 0.295 0.574 -0.4 -0.1 -0.3
H -3.394 3.472 4.275 0.3 -0.2 -0.2
H -5.081 6.219 2.724 0.3 -0.1 0.3
H -2.479 -0.895 1.803 -0.1 0.0 0.0
H -1.625 5.400 0.818 -0.2 -0.4 0.2
```
Forces are in eV/Å.

Atom-resolved charges from Mulliken, all expressed in e: atom 1 (N): 0.097, atom 2 (N): 0.028, atom 3 (N): 0.034, atom 4 (C): -0.854, atom 5 (C): 1.411, atom 6 (C): -0.686, atom 7 (C): -1.574, atom 8 (C): -0.581, atom 9 (C): -1.131, atom 10 (C): 0.017, atom 11 (C): -0.588, atom 12 (C): -0.775, atom 13 (C): 0.713, atom 14 (C): -0.825, atom 15 (C): -0.439, atom 16 (C): 1.010, atom 17 (C): -0.782, atom 18 (C): -0.814, atom 19 (C): -0.562, atom 20 (C): -0.991, atom 21 (C): -0.856, atom 22 (C): 0.512, atom 23 (C): -0.924, atom 24 (C): -0.427, atom 25 (C): -0.984, atom 26 (C): 0.732, atom 27 (C): 0.260, atom 28 (C): -0.842, atom 29 (C): -0.706, atom 30 (C): -0.608, atom 31 (C): -1.009, atom 32 (C): 0.781, atom 33 (H): 0.356, atom 34 (H): 0.351, atom 35 (H): 0.259, atom 36 (H): 0.400, atom 37 (H): 0.317, atom 38 (H): 0.237, atom 39 (H): 0.366, atom 40 (H): 0.323, atom 41 (H): 0.370, atom 42 (H): -0.224, atom 43 (H): 0.297, atom 44 (H): 0.347, atom 45 (H): 0.332, atom 46 (H): 0.405, atom 47 (H): 0.251, atom 48 (H): 0.422, atom 49 (H): 0.398, atom 50 (H): 0.307, atom 51 (H): 0.358, atom 52 (H): 0.289, atom 53 (H): 0.325, atom 54 (H): 0.238, atom 55 (H): 0.448, atom 56 (H): 0.244, atom 57 (H): -0.689, atom 58 (H): 0.296, atom 59 (H): 0.419, atom 60 (H): 0.288, atom 61 (H): 0.181, atom 62 (H): 0.324, atom 63 (H): 0.946, atom 64 (H): 0.486, atom 65 (H): 0.333, atom 66 (H): 0.408, atom 67 (H): 0.336, atom 68 (H): 0.646, atom 69 (H): 0.346, atom 70 (H): 0.302, atom 71 (H): 0.061, atom 72 (H): 0.267

=====

# H26NO11

H26NO11 as an isolated structure in a non-equilibrium geometry (wB97M-V/def2-TZVPD, the OMol25 dataset).

The orbital gap comes out at 0.3481 hartree. The spin multiplicity is 1. The calculation puts the total energy at -897.53258 Ha. The highest occupied orbital energy is -12.6686 eV. For the LUMO energy, the calculation gives -3.1954 eV. Its total charge is +1.

```
38
Properties=species:S:1:pos:R:3:forces:R:3
O -2.470 -0.473 -2.187 -0.5 2.8 1.2
O -0.731 1.090 3.088 -1.5 7.2 0.9
O 0.268 -2.397 -1.432 -0.4 -1.6 -0.2
O 1.196 -3.320 1.658 0.8 -1.4 -0.6
O 1.945 -0.072 -2.506 0.1 -0.9 -2.0
O -3.655 1.638 -0.006 0.8 2.7 -1.8
O -0.035 -0.800 2.611 7.9 -9.9 -6.3
O 2.850 1.601 0.423 1.3 -1.8 -2.8
O -2.572 -1.150 1.175 9.6 -10.2 6.2
O 0.659 2.594 -2.329 -6.3 10.6 -0.1
O 2.574 -0.559 0.993 -0.6 -2.4 -1.1
N -0.204 0.248 0.023 0.8 10.0 -3.9
H 2.006 -3.505 1.112 -1.3 0.9 0.9
H -0.707 2.042 3.312 0.9 -0.2 -0.2
H -0.256 -0.098 2.982 -0.9 8.3 4.8
H -2.542 -1.965 0.614 0.1 0.8 1.0
H -1.587 0.973 3.452 -1.9 -1.1 0.5
H -0.767 -1.263 2.758 -4.6 -4.2 0.4
H 2.822 0.079 -2.883 0.7 0.6 1.0
H -3.732 1.947 -1.010 0.2 -0.8 3.4
H 0.020 0.301 -1.003 0.7 0.1 1.2
H 1.140 1.937 -2.460 6.8 -9.5 -1.8
H 0.380 0.823 0.666 -0.1 -1.3 -0.7
H 1.690 -0.598 -3.304 -0.9 0.3 1.0
H -3.076 -0.669 0.781 -9.8 9.4 -7.3
H -0.356 -0.599 0.222 -1.2 -8.8 2.9
H 2.474 2.213 0.942 -1.7 3.9 2.7
H -2.424 0.253 -2.825 -0.3 0.3 0.4
H -2.196 -1.145 -2.738 0.9 -3.1 -1.5
H 0.944 -1.770 -1.592 1.2 1.3 -0.1
H 2.381 0.159 0.356 0.6 -0.9 1.3
H 3.479 1.973 -0.164 0.8 0.9 -0.6
H 0.845 3.192 -3.130 -0.6 -1.2 2.0
H 0.762 -3.228 -1.605 -0.8 0.4 0.4
H -3.387 2.473 0.521 -0.9 -1.9 -1.5
H 0.931 -2.402 1.605 0.6 0.4 -0.2
H 2.428 -0.259 1.882 -0.1 0.3 0.5
H -1.099 0.738 -0.005 -0.6 -0.3 0.4
```
Forces are in eV/Å.

Atom-resolved charges from Mulliken, all expressed in e: atom 1 (O): -0.542, atom 2 (O): -0.546, atom 3 (O): -0.551, atom 4 (O): -0.663, atom 5 (O): -0.637, atom 6 (O): -0.652, atom 7 (O): -0.525, atom 8 (O): -0.450, atom 9 (O): -0.490, atom 10 (O): -0.539, atom 11 (O): -0.572, atom 12 (N): 0.092, atom 13 (H): 0.296, atom 14 (H): 0.287, atom 15 (H): 0.334, atom 16 (H): 0.289, atom 17 (H): 0.282, atom 18 (H): 0.155, atom 19 (H): 0.279, atom 20 (H): 0.336, atom 21 (H): 0.185, atom 22 (H): 0.259, atom 23 (H): 0.186, atom 24 (H): 0.303, atom 25 (H): 0.166, atom 26 (H): 0.262, atom 27 (H): 0.216, atom 28 (H): 0.294, atom 29 (H): 0.259, atom 30 (H): 0.240, atom 31 (H): 0.295, atom 32 (H): 0.237, atom 33 (H): 0.332, atom 34 (H): 0.297, atom 35 (H): 0.325, atom 36 (H): 0.379, atom 37 (H): 0.281, atom 38 (H): 0.300

=====

# C6H13N4

A 2-piece molecular cluster, C6H13N4 overall in a non-equilibrium geometry (wB97M-V/def2-TZVPD, the OMol25 dataset).

The orbital gap comes out at 0.3841 hartree. The spin multiplicity is 1. The calculation puts the total energy at -455.21049 Ha. The highest occupied orbital energy is -13.5090 eV. For the LUMO energy, the calculation gives -3.0564 eV. Its total charge is +1.

```
23
Properties=species:S:1:pos:R:3:forces:R:3
N -1.466 -1.040 2.390 0.3 0.2 0.0
N -2.350 -1.515 1.524 -0.9 -0.5 0.1
N -0.822 1.912 -0.748 0.1 0.2 0.1
N -0.121 -0.373 -1.869 -0.1 -0.3 -0.4
C -1.934 -1.158 0.336 0.5 0.3 0.2
C 2.381 -0.598 -0.136 0.0 0.1 0.0
C 0.067 0.138 -0.656 0.2 0.3 0.2
C 1.465 0.612 -0.356 0.2 -0.3 0.0
C -0.724 -0.419 0.429 -0.3 -0.3 0.6
C -0.473 -0.369 1.798 0.1 0.1 -0.6
H 2.038 -1.200 0.700 0.0 -0.1 0.1
H 0.495 -0.131 -2.629 0.0 0.0 0.0
H 1.845 1.194 -1.197 -0.1 0.1 0.0
H -2.503 -1.432 -0.529 -0.2 -0.1 -0.2
H 0.327 0.073 2.356 0.2 0.1 0.2
H 1.477 1.240 0.532 -0.1 0.1 0.0
H -1.800 1.774 -0.986 0.0 0.0 0.0
H -1.593 -1.218 3.376 0.0 0.0 -0.1
H -0.956 -0.887 -2.095 0.1 0.0 0.0
H 3.388 -0.253 0.076 0.1 0.0 0.0
H 2.414 -1.228 -1.021 0.0 -0.1 -0.1
H -0.389 2.504 -1.451 -0.1 0.1 0.0
H -0.767 2.374 0.154 -0.1 0.1 0.0
```
Forces are in eV/Å.

Atom-resolved charges from Mulliken, all expressed in e: atom 1 (N): 0.268, atom 2 (N): -0.775, atom 3 (N): -0.639, atom 4 (N): -0.220, atom 5 (C): -0.872, atom 6 (C): -1.203, atom 7 (C): 1.013, atom 8 (C): -0.752, atom 9 (C): 0.527, atom 10 (C): -0.707, atom 11 (H): 0.350, atom 12 (H): 0.252, atom 13 (H): 0.475, atom 14 (H): 0.417, atom 15 (H): 0.452, atom 16 (H): 0.347, atom 17 (H): 0.302, atom 18 (H): 0.226, atom 19 (H): 0.185, atom 20 (H): 0.405, atom 21 (H): 0.336, atom 22 (H): 0.302, atom 23 (H): 0.311

=====

# C3H14NO4S

A 4-piece molecular cluster, C3H14NO4S overall in a non-equilibrium geometry (wB97M-V/def2-TZVPD, the OMol25 dataset).

The orbital gap comes out at 0.3535 hartree. The spin multiplicity is 1. The calculation puts the total energy at -876.35479 Ha. The highest occupied orbital energy is -12.8859 eV. For the LUMO energy, the calculation gives -3.2658 eV. Its total charge is +1.

```
23
Properties=species:S:1:pos:R:3:forces:R:3
S 2.144 -0.339 -2.472 0.1 0.4 -0.3
O -2.662 2.029 -0.197 0.1 0.2 -0.4
O -2.261 -2.183 -0.215 0.3 0.2 0.2
O 2.129 1.709 1.503 -0.1 -0.1 0.1
O 0.840 -1.963 2.008 -0.2 0.3 -0.1
N -0.260 1.095 0.565 1.6 -0.3 -1.1
C 0.941 0.932 -0.356 0.1 0.3 -0.3
C 2.186 1.023 0.517 -0.3 0.1 0.6
C 0.772 -0.232 -1.307 -0.3 -0.4 0.2
H -0.170 2.020 0.971 -0.4 0.2 0.3
H 0.516 -1.147 -0.777 0.4 -0.2 0.0
H 3.103 0.506 0.240 0.1 -0.2 -0.4
H -0.101 0.423 1.313 -0.7 -0.4 0.2
H -2.314 -2.604 0.654 -0.1 0.1 -0.3
H 1.156 -2.562 1.326 0.0 -0.2 0.1
H 0.820 -2.470 2.830 0.1 0.1 -0.2
H -3.164 -2.070 -0.525 -0.1 -0.2 0.1
H -1.129 0.990 0.012 -0.1 0.0 0.8
H -2.506 2.576 -0.980 -0.2 0.0 0.1
H 1.004 1.838 -0.961 -0.2 0.2 -0.1
H -0.080 -0.070 -1.944 -0.6 0.3 -0.1
H 2.658 -1.488 -2.087 0.2 -0.5 0.3
H -3.622 1.986 -0.119 0.0 -0.1 0.1
```
Forces are in eV/Å.

Atom-resolved charges from Mulliken, all expressed in e: atom 1 (S): -0.154, atom 2 (O): -0.637, atom 3 (O): -0.611, atom 4 (O): -0.450, atom 5 (O): -0.573, atom 6 (N): -0.238, atom 7 (C): 0.100, atom 8 (C): -0.059, atom 9 (C): -0.835, atom 10 (H): 0.353, atom 11 (H): 0.284, atom 12 (H): 0.377, atom 13 (H): 0.309, atom 14 (H): 0.318, atom 15 (H): 0.309, atom 16 (H): 0.293, atom 17 (H): 0.309, atom 18 (H): 0.393, atom 19 (H): 0.313, atom 20 (H): 0.358, atom 21 (H): 0.384, atom 22 (H): 0.160, atom 23 (H): 0.297

=====

# C5H11NO

One molecule with the formula C5H11NO in a non-equilibrium geometry (wB97M-V/def2-TZVPD, the OMol25 dataset).

The orbital gap comes out at 0.3795 hartree. The spin multiplicity is 1. The calculation puts the total energy at -327.03326 Ha. The highest occupied orbital energy is -9.3351 eV. For the LUMO energy, the calculation gives 0.9916 eV.

```
18
Properties=species:S:1:pos:R:3:forces:R:3
O 0.007 -1.673 -0.646 0.5 -0.6 0.0
N -0.073 0.529 0.320 4.7 1.7 -0.9
C -0.537 -0.392 -0.602 -5.1 -0.5 1.0
C -2.938 0.512 0.277 0.1 0.2 0.1
C 1.463 0.965 -0.113 -2.4 -0.3 1.5
C 2.533 -0.057 0.228 -0.1 0.0 -0.1
C -2.202 -0.506 -0.122 2.4 -0.4 -1.7
H -2.627 -1.490 -0.295 -0.1 0.0 -0.1
H -0.029 0.133 1.254 0.0 0.1 0.0
H 1.447 1.195 -1.179 -0.3 -0.1 0.1
H -0.503 -0.003 -1.623 0.0 0.0 0.2
H 2.507 -0.308 1.289 0.0 0.0 0.0
H 1.597 1.896 0.439 0.2 0.0 -0.1
H -2.496 1.481 0.461 0.1 0.1 -0.1
H 2.399 -0.968 -0.354 0.0 0.0 0.1
H -4.006 0.429 0.430 0.0 -0.2 0.2
H 3.528 0.338 0.011 0.0 0.1 0.0
H -0.071 -2.080 0.227 0.0 0.1 -0.1
```
Forces are in eV/Å.

Atom-resolved charges from Mulliken, all expressed in e: atom 1 (O): -0.536, atom 2 (N): -0.427, atom 3 (C): -0.124, atom 4 (C): -0.665, atom 5 (C): -0.458, atom 6 (C): -0.976, atom 7 (C): -0.297, atom 8 (H): 0.307, atom 9 (H): 0.276, atom 10 (H): 0.325, atom 11 (H): 0.438, atom 12 (H): 0.276, atom 13 (H): 0.319, atom 14 (H): 0.274, atom 15 (H): 0.283, atom 16 (H): 0.268, atom 17 (H): 0.356, atom 18 (H): 0.360